{
  "formula": "C2NO4S",
  "method": "ωB97M-V/def2-TZVPD",
  "species": ["O", "N", "O", "O", "O", "S", "C", "C"],
  "positions_angstrom": [[-1.126, 0.077, 0.569], [0.926, 0.607, -0.291], [-0.270, 2.111, 0.951], [-1.033, -1.134, -1.557], [-0.032, -2.103, 0.259], [2.385, 0.921, 0.071], [-0.247, 0.986, 0.514], [-0.604, -1.464, -0.516]],
  "atomic_forces_ev_per_a": [[0.495, 0.741, 0.358], [-0.080, -0.119, -0.593], [0.048, 1.216, 0.414], [-0.427, -0.464, -0.572], [0.936, -1.674, 1.366], [0.241, 0.054, 0.362], [-0.691, -0.922, 0.091], [-0.521, 1.167, -1.427]],
  "lumo_energy_ev": [2.607, 2.563],
  "e_above_lowest_ev": 0.388,
  "homo_ha": [-0.1642, -0.1645],
  "total_charge": -1,
  "spin_multiplicity": 1,
  "homo_lumo_gap_ev": [7.07, 7.04]
}

---

{
  "formula": "C2NO4S",
  "method": "ωB97M-V/def2-TZVPD",
  "species": ["N", "S", "O", "C", "O", "O", "C", "O"],
  "positions_angstrom": [[-1.512, -0.356, -0.284], [-0.207, -1.451, -0.367], [-3.380, 0.891, 0.504], [-2.389, 0.309, 0.207], [1.005, -0.983, 0.497], [2.485, 0.936, 0.823], [1.993, 0.345, -0.095], [2.005, 0.309, -1.285]],
  "atomic_forces_ev_per_a": [[-0.851, 1.422, 1.139], [0.150, -0.704, -0.600], [0.602, 0.214, 0.248], [0.382, -1.421, -1.118], [-0.102, 0.957, 0.648], [-0.476, -0.372, 0.732], [0.722, 0.080, -0.204], [-0.427, -0.176, -0.845]],
  "lumo_energy_ev": 3.464,
  "e_above_lowest_ev": 0.005,
  "homo_ha": -0.1411,
  "total_charge": -1,
  "spin_multiplicity": 1,
  "smiles": "O=C=NSOC(=O)[O-]",
  "homo_lumo_gap_ev": 7.30
}

---

{
  "formula": "C2S3",
  "method": "ωB97M-V/def2-TZVPD",
  "species": ["S", "C", "S", "C", "S"],
  "positions_angstrom": [[-0.632, 0.651, -2.292], [-0.246, -0.680, -1.663], [0.985, 0.756, 2.718], [-0.374, 1.304, 2.446], [0.268, -2.031, -1.209]],
  "atomic_forces_ev_per_a": [[-0.676, 1.578, -0.405], [0.232, 0.174, -0.490], [3.474, -1.407, 0.682], [-3.477, 1.396, -0.709], [0.447, -1.741, 0.922]],
  "lumo_energy_ev": [-0.486, -3.178],
  "e_above_lowest_ev": 0.165,
  "homo_ha": [-0.2640, -0.3561],
  "spin_multiplicity": 3,
  "homo_lumo_gap_ev": [6.70, 6.51]
}

---

{
  "formula": "C30H13AsAuCl5F5O2",
  "method": "ωB97M-V/def2-TZVPD",
  "species": ["F", "C", "F", "H", "C", "H", "H", "C", "C", "H", "C", "O", "C", "C", "As", "H", "O", "C", "C", "C", "Cl", "H", "H", "C", "H", "C", "C", "C", "C", "C", "C", "Cl", "C", "C", "H", "F", "C", "C", "C", "C", "F", "H", "Cl", "C", "C", "H", "C", "H", "Cl", "C", "Au", "Cl", "H", "C", "C", "C", "F"],
  "positions_angstrom": [[-1.336, -4.586, -2.553], [4.188, -0.390, 2.538], [-5.647, -2.881, -1.711], [2.114, 6.067, -1.823], [-2.995, 3.029, -3.714], [-2.813, 3.100, -4.779], [-1.387, 2.182, 3.043], [2.167, 0.736, 4.162], [-0.243, 5.099, 1.084], [0.145, 7.065, 1.845], [-3.786, -1.568, -1.167], [-1.884, -0.300, -0.707], [-3.518, 2.429, 3.273], [-2.177, 2.765, -1.482], [-0.911, 2.506, -0.054], [-5.705, 2.997, 0.744], [1.077, 1.351, 2.176], [2.033, 0.797, 2.713], [-2.376, 2.552, 1.177], [-2.334, 2.373, 2.549], [3.422, 0.150, 6.460], [-5.117, 3.251, -3.905], [1.647, 7.683, -0.012], [-3.477, 2.855, -0.974], [1.075, 3.821, -1.771], [-1.538, -2.459, -1.607], [-4.290, 3.114, -3.220], [0.007, 4.199, 0.056], [3.090, 0.153, 1.941], [1.192, 6.701, 0.009], [3.278, 0.188, 4.757], [0.895, 1.384, 5.078], [-4.335, -2.716, -1.664], [-4.720, 2.663, 2.617], [-0.904, 4.823, 1.896], [-0.219, -2.337, -1.555], [4.311, -0.349, 3.958], [-2.092, -3.599, -2.100], [0.350, 6.354, 1.055], [-3.495, -3.739, -2.127], [-4.019, -4.847, -2.592], [-5.636, 2.728, 3.189], [5.704, -0.965, 4.685], [-1.930, 2.849, -2.840], [0.865, 4.539, -0.985], [-5.553, 3.089, -1.491], [-4.758, 2.817, 1.238], [-0.919, 2.775, -3.222], [2.921, 0.069, 0.221], [-4.535, 3.025, -1.857], [0.381, 0.338, -0.145], [5.419, -1.125, 1.610], [-3.502, 2.287, 4.346], [-2.351, -1.368, -1.123], [1.454, 5.794, -1.010], [-3.584, 2.744, 0.498], [-4.561, -0.599, -0.730]],
  "atomic_forces_ev_per_a": [[-0.096, -0.002, 0.028], [0.048, -0.002, 0.017], [0.104, -0.050, -0.018], [-0.008, -0.017, 0.017], [0.036, -0.018, 0.020], [-0.015, 0.009, 0.015], [-0.024, 0.029, 0.021], [0.062, 0.013, 0.133], [0.000, -0.044, -0.066], [0.019, -0.022, 0.004], [-0.146, -0.080, -0.114], [-0.060, -0.260, 0.068], [0.044, -0.019, -0.015], [-0.064, 0.088, 0.042], [0.178, -0.302, -0.406], [0.017, -0.032, 0.019], [-0.007, 0.038, 0.242], [0.064, -0.035, -0.069], [-0.001, -0.044, 0.078], [0.068, -0.012, 0.008], [0.010, 0.016, -0.001], [0.007, 0.001, 0.021], [-0.006, -0.023, -0.011], [0.024, 0.012, 0.024], [0.013, 0.039, -0.059], [0.043, -0.150, -0.002], [0.000, -0.009, -0.025], [-0.111, 0.050, 0.070], [0.038, -0.124, -0.029], [-0.004, 0.034, 0.001], [0.021, -0.007, -0.011], [0.009, 0.022, -0.062], [-0.101, 0.010, 0.050], [0.012, 0.030, 0.033], [-0.049, 0.057, 0.005], [-0.053, 0.125, 0.009], [-0.029, 0.002, -0.019], [0.001, -0.066, -0.022], [0.008, -0.034, 0.035], [0.016, -0.043, -0.041], [0.038, 0.079, 0.016], [-0.003, -0.024, -0.032], [0.021, -0.036, 0.019], [0.036, -0.021, 0.009], [0.026, -0.027, 0.092], [0.021, 0.010, -0.004], [-0.084, -0.026, -0.030], [-0.013, 0.001, -0.024], [0.010, -0.070, 0.185], [-0.059, -0.004, 0.003], [0.058, 0.866, -0.144], [0.022, 0.007, 0.015], [-0.010, 0.032, -0.011], [-0.306, -0.004, -0.066], [0.030, -0.022, -0.013], [0.021, 0.075, 0.007], [0.125, -0.019, -0.012]],
  "lumo_energy_ev": [-2.966, -5.606],
  "e_above_lowest_ev": 0.583,
  "homo_ha": [-0.3985, -0.3986],
  "total_charge": 1,
  "spin_multiplicity": 3,
  "homo_lumo_gap_ev": [7.88, 5.24]
}

---

{
  "formula": "C30H15ClN4O4S7W",
  "method": "ωB97M-V/def2-TZVPD",
  "species": ["C", "H", "W", "N", "C", "N", "C", "H", "O", "H", "C", "C", "H", "H", "C", "H", "C", "H", "O", "S", "C", "C", "C", "C", "H", "H", "S", "C", "C", "H", "H", "C", "S", "N", "H", "N", "C", "C", "C", "S", "H", "S", "C", "C", "C", "S", "C", "S", "C", "C", "C", "C", "O", "H", "C", "C", "C", "O", "C", "Cl", "C", "H"],
  "positions_angstrom": [[1.508, -3.329, -0.497], [-3.939, 3.771, 3.403], [0.059, -0.921, -1.914], [-0.258, 4.971, 1.064], [0.282, -3.155, 0.183], [1.636, -2.546, -1.681], [-2.809, -1.097, -3.454], [-1.532, -4.276, 2.826], [-2.371, 6.327, 7.190], [2.928, -5.565, 1.598], [3.968, -2.495, -4.485], [2.169, -4.906, 1.203], [-3.653, 5.160, 5.431], [-2.417, -1.327, -0.158], [2.581, -2.823, -2.509], [0.238, 2.813, 3.495], [-2.814, 4.631, 5.003], [3.228, -3.677, -2.324], [-0.372, 5.486, 7.603], [-4.240, 1.125, -3.239], [0.443, 1.536, 0.454], [-1.757, -2.065, 0.275], [2.204, -0.897, -4.065], [-1.494, 5.583, 6.855], [0.206, 4.797, 7.257], [-3.119, -2.621, 1.835], [-1.496, -2.229, -3.152], [-1.571, 4.737, 5.622], [0.960, -4.799, 1.827], [3.989, -0.042, -6.806], [2.068, 0.740, -5.428], [-5.087, -0.065, -4.255], [-1.542, 0.707, -1.874], [2.293, 3.180, -1.948], [4.507, -3.394, -4.216], [-0.583, -2.224, -0.308], [-2.966, 3.858, 3.869], [-0.624, 3.306, 3.923], [-2.144, -2.802, 1.407], [1.349, 0.172, -0.155], [3.432, -4.262, -0.411], [-4.164, -1.580, -4.435], [4.344, -1.770, -5.592], [2.604, -0.165, -5.179], [-1.869, 3.193, 3.329], [-0.681, 0.940, 1.676], [2.454, -4.164, 0.038], [-2.208, 2.279, 1.841], [0.124, 3.993, 0.597], [3.671, -0.603, -5.939], [-1.275, -3.706, 1.942], [1.579, 3.012, -1.062], [1.158, -0.454, -3.365], [0.514, 4.167, 5.485], [-0.482, 4.074, 5.067], [0.679, 2.801, 0.036], [-0.016, -3.905, 1.332], [-6.155, 0.125, -4.757], [-2.849, 0.127, -2.914], [5.678, -2.306, -6.560], [2.891, -2.065, -3.700], [0.742, -5.376, 2.716]],
  "atomic_forces_ev_per_a": [[-0.051, 0.157, -0.010], [0.003, -0.010, -0.012], [0.577, -0.272, -0.431], [0.022, 0.040, -0.038], [0.081, -0.046, 0.033], [-0.082, 0.001, -0.008], [0.027, -0.076, -0.021], [-0.004, 0.000, 0.006], [0.006, -0.029, 0.019], [-0.002, -0.002, 0.007], [-0.006, 0.113, -0.105], [0.041, 0.000, -0.030], [-0.001, 0.008, 0.010], [0.007, 0.004, -0.010], [-0.074, 0.193, -0.098], [-0.021, 0.006, -0.003], [0.055, -0.014, 0.005], [-0.010, -0.012, 0.020], [-0.006, -0.038, -0.006], [-0.012, 0.009, -0.012], [-0.081, 0.041, 0.088], [0.071, -0.089, 0.061], [-0.043, 0.031, -0.005], [0.021, 0.089, -0.023], [-0.005, 0.014, 0.021], [-0.001, -0.013, 0.018], [-0.009, 0.186, 0.131], [-0.040, -0.038, -0.027], [-0.023, -0.009, 0.025], [0.001, 0.001, -0.004], [-0.010, 0.010, 0.008], [0.009, -0.026, 0.042], [-0.265, 0.158, -0.106], [0.003, 0.027, -0.024], [0.011, -0.011, -0.001], [-0.307, -0.070, 0.232], [-0.021, 0.032, 0.034], [0.086, -0.012, -0.025], [0.039, 0.010, -0.032], [-0.027, -0.315, 0.157], [0.008, -0.002, -0.002], [-0.020, 0.002, -0.026], [0.043, -0.138, 0.082], [0.135, -0.128, -0.037], [-0.120, -0.004, -0.091], [0.080, 0.197, -0.112], [-0.060, -0.022, -0.023], [0.046, -0.043, 0.070], [-0.133, 0.002, 0.218], [-0.108, 0.126, 0.004], [-0.049, 0.024, -0.008], [0.034, -0.077, -0.003], [0.037, 0.014, 0.093], [0.001, 0.001, 0.003], [-0.008, 0.012, 0.025], [0.021, -0.004, -0.182], [0.066, -0.003, -0.028], [-0.016, 0.012, -0.026], [0.097, 0.008, 0.095], [0.024, -0.013, -0.018], [-0.042, -0.010, 0.076], [0.001, -0.003, 0.004]],
  "lumo_energy_ev": -1.847,
  "e_above_lowest_ev": 0.000,
  "homo_ha": -0.2895,
  "spin_multiplicity": 1,
  "homo_lumo_gap_ev": 6.03
}